{"formula": "C3H4N2O2", "method": "ωB97M-V/def2-TZVPD", "species": ["O", "O", "N", "N", "C", "C", "C", "H", "H", "H", "H"], "coordinates": [[-0.53424, -0.34649, -1.21900], [-2.54671, 0.63471, -0.77556], [-0.97779, 0.13432, 0.88615], [1.52757, 0.33528, -0.16255], [0.15394, -0.59137, 1.04587], [0.54785, -0.74689, -0.37808], [-1.49372, 0.19363, -0.41993], [2.23954, 0.21966, 0.55670], [0.99957, -1.63915, -0.82002], [1.18112, 1.27343, -0.24260], [-1.49312, 0.54414, 1.64871]], "nbo_charge": [-0.475, -0.558, -0.672, -0.801, 0.089, 0.116, 0.870, 0.411, 0.207, 0.389, 0.423], "multiplicity": 1, "gap_ev": 10.18}

{"formula": "C13H19Cl2NO", "method": "ωB97M-V/def2-TZVPD", "species": ["Cl", "Cl", "O", "N", "C", "C", "C", "C", "C", "C", "C", "C", "C", "C", "C", "C", "C", "H", "H", "H", "H", "H", "H", "H", "H", "H", "H", "H", "H", "H", "H", "H", "H", "H", "H", "H"], "coordinates": [[-1.79663, -2.37340, -1.77359], [-4.18926, -0.53525, -0.96012], [0.18366, -2.71126, 0.24677], [2.07901, 0.14219, -0.33981], [-0.64677, 3.53195, 0.22252], [1.51315, -2.50814, 0.70255], [-2.95270, -0.26028, 1.41715], [2.01186, -0.99576, -1.23993], [2.41920, -2.27493, -0.50775], [-0.85972, -1.32268, 1.94962], [1.48266, 1.36408, -0.85598], [-0.72138, 2.64426, -1.01400], [-1.85811, -1.65879, -0.20804], [-0.80154, -1.89969, 0.68393], [-2.91898, -0.84455, 0.15967], [-1.92284, -0.51084, 2.30362], [-0.04538, 1.28799, -0.81409], [0.97976, -1.10262, -1.57579], [1.81203, 1.58919, -1.88564], [-1.77228, 2.47327, -1.25669], [-1.94838, -0.06985, 3.28802], [1.82843, -3.40085, 1.25449], [1.57405, -1.63019, 1.34870], [-0.39458, 0.60641, -1.59071], [0.38351, 3.76502, 0.47914], [-1.17201, 4.46841, 0.04900], [-1.10640, 3.03094, 1.07179], [-0.07677, -1.51600, 2.66545], [-0.26475, 3.15688, -1.86380], [2.64427, -0.86668, -2.13579], [1.81734, 2.17887, -0.21051], [3.45068, -2.20050, -0.15878], [-3.77880, 0.37676, 1.68663], [-0.34225, 0.87399, 0.15069], [2.33884, -3.12028, -1.19110], [3.05110, 0.31233, -0.09763]], "nbo_charge": [0.037, 0.033, -0.515, -0.637, -0.604, -0.071, -0.256, -0.228, -0.418, -0.299, -0.210, -0.392, -0.139, 0.382, -0.050, -0.186, -0.413, 0.203, 0.160, 0.205, 0.221, 0.183, 0.200, 0.202, 0.196, 0.209, 0.202, 0.225, 0.193, 0.170, 0.191, 0.201, 0.231, 0.206, 0.217, 0.353], "multiplicity": 1, "smiles": "CCCCNCCCOc1cccc(Cl)c1Cl", "gap_ev": 9.60}

Asked for energy relative to the best compared isomer or geometry (same formula, charge and spin) across the records above, the calculation gives 3.268; 0.000 eV in order.
Asked for highest occupied orbital energy across the records above, the calculation gives -9.431; -8.718 eV in order.